{"formula": "C17H22F6N4O5S6W", "method": "wB97M-V/def2-TZVPD", "elements": ["W", "C", "C", "S", "C", "C", "S", "C", "C", "S", "H", "H", "H", "H", "H", "H", "H", "H", "H", "H", "H", "H", "C", "C", "C", "N", "H", "H", "H", "H", "H", "F", "C", "F", "F", "S", "O", "O", "N", "S", "O", "O", "C", "F", "F", "F", "O", "N", "C", "C", "C", "C", "C", "H", "H", "H", "H", "H", "S", "C", "N"], "coordinates": [[0.41, -0.77, -0.45], [1.90, -3.21, 1.57], [2.78, -1.97, 1.64], [1.96, -0.36, 1.52], [0.93, -0.39, 3.02], [-0.49, 0.15, 2.85], [-1.35, -0.28, 1.32], [-1.96, -1.97, 1.63], [-0.90, -3.03, 1.86], [0.39, -3.02, 0.55], [1.56, -3.52, 2.55], [2.46, -4.03, 1.13], [3.48, -1.96, 0.80], [3.37, -1.98, 2.55], [1.44, 0.21, 3.78], [0.93, -1.42, 3.37], [-0.50, 1.24, 2.85], [-1.12, -0.18, 3.68], [-2.56, -2.19, 0.75], [-2.64, -1.92, 2.49], [-1.36, -4.02, 1.84], [-0.42, -2.90, 2.82], [0.38, 3.27, -4.18], [0.22, 3.41, -2.67], [0.27, 2.12, -1.99], [0.31, 1.11, -1.46], [0.34, 4.26, -4.64], [-0.43, 2.67, -4.61], [1.33, 2.81, -4.44], [-0.73, 3.87, -2.38], [1.01, 4.03, -2.23], [2.04, 4.47, 2.54], [0.74, 4.26, 2.72], [0.59, 3.43, 3.76], [0.14, 5.41, 2.99], [0.05, 3.48, 1.20], [0.73, 2.20, 1.13], [0.28, 4.39, 0.12], [-1.44, 3.33, 1.68], [-2.63, 3.09, 0.70], [-3.72, 2.47, 1.39], [-2.22, 2.50, -0.56], [-3.22, 4.81, 0.23], [-2.45, 5.74, 0.76], [-4.47, 4.99, 0.64], [-3.19, 4.94, -1.10], [-1.07, -1.44, -1.62], [-1.66, -0.72, -2.62], [-2.43, 0.32, -2.31], [-3.04, 1.04, -3.32], [-2.84, 0.66, -4.63], [-2.02, -0.43, -4.92], [-1.43, -1.12, -3.88], [-2.51, 0.58, -1.26], [-3.65, 1.89, -3.05], [-3.31, 1.21, -5.44], [-1.84, -0.75, -5.93], [-0.77, -1.97, -3.99], [2.33, -1.04, -1.78], [2.83, -2.64, -1.52], [3.18, -3.72, -1.31]], "mulliken_spin": [0.984, 0.001, 0.021, -0.001, -0.006, -0.001, -0.025, 0.018, -0.005, -0.004, -0.001, -0.001, 0.001, -0.001, 0.000, -0.002, 0.003, -0.001, 0.001, 0.001, -0.001, 0.000, 0.004, 0.003, 0.053, -0.049, 0.000, -0.001, -0.001, 0.000, 0.004, 0.000, 0.001, 0.000, 0.000, 0.004, 0.015, 0.000, 0.000, 0.000, -0.001, 0.004, 0.000, 0.000, 0.000, 0.000, -0.004, 0.014, 0.002, 0.002, -0.003, 0.001, 0.000, 0.004, 0.000, 0.000, 0.000, 0.001, -0.036, 0.002, -0.001], "gap_ev": [7.1, 6.9], "spin_multiplicity": 2, "de_lowest_kcal_mol": 0.00, "total_charge": 1}


{"formula": "C3H7N2O", "method": "wB97M-V/def2-TZVPD", "elements": ["C", "C", "C", "N", "N", "O", "H", "H", "H", "H", "H", "H", "H"], "coordinates": [[1.75, -0.19, -0.14], [0.15, 1.22, 0.21], [-0.42, -0.19, 0.53], [2.64, -0.93, 0.14], [-1.50, -0.49, -0.54], [1.35, 0.94, -0.47], [-0.60, 1.79, -0.43], [0.33, 1.61, 1.14], [-0.91, -0.26, 1.51], [2.38, -1.92, 0.31], [-2.01, -1.34, -0.20], [-1.03, -0.69, -1.45], [-2.11, 0.43, -0.62]], "lowdin_charge": [-0.256, -0.149, -0.110, 0.277, 0.112, 0.094, 0.154, 0.098, 0.098, 0.149, 0.170, 0.163, 0.199], "gap_ev": 9.4, "de_lowest_kcal_mol": 115.34, "total_charge": 1}


{"formula": "CN2O3S2", "method": "wB97M-V/def2-TZVPD", "elements": ["C", "N", "N", "O", "O", "O", "S", "S"], "coordinates": [[2.36, -0.39, -0.49], [3.15, -1.15, -0.84], [-1.90, 0.25, -0.03], [-2.87, -0.27, -0.38], [-0.81, -0.72, 0.68], [-1.47, 1.33, -0.10], [1.32, 0.86, -0.25], [0.20, 0.09, 1.42]], "lowdin_charge": [-0.780, 0.101, -0.400, 0.199, -0.538, 0.033, 0.682, 0.703], "gap_ev": 9.4, "de_lowest_kcal_mol": 0.00, "smiles": "N#CSSO[N+](=O)[O-]", "total_charge": 0}


The DFT total energy results, record by record, are as follows: -117318.81254, -8241.13748, -31824.42084 eV.